# 1
Computed, not measured: 2 unconnected molecules or ions with the total composition C2H4FIOS, with ωB97M-V/def2-TZVPD.

**Lowest unoccupied orbital energy**: -0.54 eV
**Energy above the lowest of the compared OMol25 structures with the same formula, charge and spin**: 0.776 eV
**HOMO**: -8.8537 eV
**Charge**: 0
**SMILES string**: C=CF.OSI

Element x y z (Å)
1 C 0.110 0.125 1.568
2 C 0.250 -1.173 1.468
3 F -0.606 -1.911 0.741
4 H 0.916 0.636 2.114
5 H -0.936 0.520 1.159
6 H 1.005 -1.852 1.729
7 O 0.664 1.585 -2.137
8 S -0.639 1.215 -3.086
9 I -1.931 0.056 -1.438
10 H 1.167 0.800 -2.117



# 2
Computed, not measured: 8 unconnected molecules or ions with the total composition C20H56O8, with ωB97M-V/def2-TZVPD.

**Lowest unoccupied orbital energy**: 0.33 eV
**Energy above the lowest of the compared OMol25 structures with the same formula, charge and spin**: 7.565 eV
**HOMO**: -8.9558 eV
**Charge**: 0
**SMILES string**: CC(C)O.CC(C)O.CC(C)O.CC(C)O.CC(C)O.CC(C)O.CO.CO

Element x y z (Å)
1 C 11.555 11.575 22.274
2 C 10.708 10.960 21.214
3 C 10.799 11.794 19.973
4 O 10.882 9.778 20.843
5 H 12.517 11.884 21.817
6 H 11.803 10.824 23.048
7 H 11.305 12.550 22.710
8 H 9.696 11.148 21.528
9 H 11.841 11.875 19.631
10 H 10.473 12.809 20.224
11 H 10.194 11.432 19.139
12 H 10.337 9.550 20.082
13 C 13.472 7.121 23.416
14 C 12.753 7.630 22.163
15 C 13.183 6.842 20.922
16 O 11.503 7.569 22.171
17 H 14.360 7.712 23.609
18 H 13.798 6.082 23.506
19 H 12.826 7.462 24.242
20 H 13.063 8.696 21.998
21 H 12.632 7.149 20.065
22 H 12.977 5.776 21.012
23 H 14.243 7.040 20.814
24 H 11.253 8.337 21.652
25 C 8.205 7.792 22.362
26 C 6.922 7.009 22.248
27 C 6.687 6.507 20.865
28 O 6.884 5.891 22.892
29 H 8.644 7.832 23.355
30 H 7.974 8.804 22.074
31 H 8.997 7.304 21.713
32 H 6.131 7.583 22.678
33 H 5.968 5.695 20.854
34 H 7.617 6.176 20.384
35 H 6.346 7.303 20.240
36 H 6.124 5.905 23.486
37 C 5.013 13.761 24.361
38 C 4.998 12.662 25.429
39 C 3.556 12.424 25.851
40 O 5.454 11.581 25.081
41 H 4.719 13.446 23.352
42 H 6.040 14.140 24.445
43 H 4.284 14.501 24.663
44 H 5.632 12.870 26.256
45 H 2.981 11.893 25.092
46 H 2.952 13.307 26.082
47 H 3.496 11.746 26.770
48 H 5.135 11.389 24.219
49 C 8.211 15.299 22.985
50 C 8.636 14.299 21.829
51 C 7.363 13.482 21.477
52 O 8.975 14.779 20.731
53 H 7.364 15.930 22.740
54 H 9.055 15.881 23.334
55 H 7.907 14.667 23.793
56 H 9.405 13.644 22.245
57 H 6.985 13.007 22.365
58 H 7.443 12.776 20.640
59 H 6.442 14.052 21.256
60 H 9.885 14.984 20.706
61 C 10.233 9.686 24.932
62 C 8.861 10.357 25.063
63 C 8.800 11.613 24.294
64 O 7.859 9.703 24.727
65 H 10.352 9.363 23.892
66 H 10.358 8.947 25.651
67 H 10.948 10.445 25.143
68 H 8.776 10.628 26.112
69 H 9.744 12.155 24.326
70 H 8.085 12.396 24.569
71 H 8.556 11.468 23.264
72 H 7.172 10.316 25.014
73 C 5.738 10.462 22.023
74 O 4.686 11.283 22.497
75 H 6.196 11.143 21.249
76 H 5.377 9.492 21.674
77 H 6.507 10.299 22.792
78 H 4.434 11.962 21.829
79 C 7.576 7.717 27.118
80 O 8.109 7.140 25.963
81 H 7.444 6.904 27.740
82 H 6.652 8.247 26.910
83 H 8.155 8.523 27.607
84 H 8.219 7.841 25.358



# 3
Computed, not measured: a single C5H7NO molecule, with ωB97M-V/def2-TZVPD.

**Lowest unoccupied orbital energy**: 0.67 eV
**Energy above the lowest of the compared OMol25 structures with the same formula, charge and spin**: 3.212 eV
**HOMO**: -9.5487 eV
**Charge**: 0
**SMILES string**: O=C[C@H]1[C@H]2CCN21

Element x y z (Å)
1 O 1.307 0.759 1.821
2 C 1.287 1.199 0.688
3 C 0.461 0.876 -0.639
4 C 0.069 -0.489 -1.073
5 C -0.226 -1.323 0.159
6 C -1.268 -0.232 0.495
7 N -0.965 0.527 -0.754
8 H 1.891 1.986 0.247
9 H 0.705 1.530 -1.499
10 H 0.209 -0.866 -2.087
11 H 0.609 -1.456 0.851
12 H -0.675 -2.287 -0.073
13 H -1.108 0.363 1.397
14 H -2.297 -0.587 0.465



# 4
Computed, not measured: a molecular structure, C32H32ClN3O6Tc, with ωB97M-V/def2-TZVPD.

**Lowest unoccupied orbital energy (spin up / spin down)**: -6.46 / -8.11 eV
**HOMO (spin up / spin down)**: -13.6614 / -13.6618 eV
**<S²>**: 3.7712
**Charge**: +2
**Multiplicity**: 4

Element x y z (Å)
1 Tc 0.320 1.597 0.704
2 C 2.881 -4.895 0.803
3 C 1.468 -4.617 1.353
4 C 0.455 -5.488 0.610
5 C 1.428 -4.951 2.856
6 C 1.189 -3.146 1.192
7 C 2.025 -2.198 1.799
8 C 1.764 -0.857 1.652
9 N 0.728 -0.385 0.954
10 C -0.095 -1.271 0.347
11 C 0.119 -2.638 0.450
12 C -1.192 -0.645 -0.401
13 C -2.159 -1.327 -1.120
14 C -3.160 -0.640 -1.817
15 C -3.123 0.753 -1.738
16 C -2.140 1.371 -0.995
17 N -1.186 0.708 -0.346
18 C -4.211 -1.394 -2.591
19 C -5.207 -0.453 -3.273
20 C -4.968 -2.291 -1.596
21 C -3.500 -2.236 -3.666
22 H 3.092 -5.959 0.865
23 H 3.642 -4.369 1.373
24 H 2.953 -4.587 -0.238
25 H 0.700 -6.536 0.756
26 H 0.476 -5.289 -0.460
27 H -0.553 -5.328 0.989
28 H 1.584 -6.017 2.996
29 H 0.461 -4.685 3.280
30 H 2.204 -4.423 3.404
31 H 2.882 -2.497 2.381
32 H 2.414 -0.119 2.101
33 H -0.550 -3.313 -0.054
34 H -2.135 -2.403 -1.149
35 H -3.849 1.364 -2.248
36 H -2.122 2.449 -0.917
37 H -5.734 0.154 -2.540
38 H -5.949 -1.035 -3.814
39 H -4.707 0.194 -3.990
40 H -5.427 -1.679 -0.822
41 H -4.312 -3.014 -1.119
42 H -5.755 -2.834 -2.113
43 H -2.937 -1.587 -4.334
44 H -4.234 -2.778 -4.256
45 H -2.815 -2.959 -3.230
46 O -0.231 3.563 0.316
47 C 0.136 4.293 -0.616
48 C 1.024 3.939 -1.677
49 C 1.316 4.889 -2.665
50 C 2.179 4.593 -3.694
51 C 2.800 3.340 -3.786
52 C 2.538 2.391 -2.833
53 C 1.642 2.641 -1.762
54 O 1.402 1.722 -0.899
55 N 2.447 5.611 -4.710
56 O 1.869 6.659 -4.574
57 O 3.214 5.311 -5.587
58 H -0.264 5.314 -0.628
59 H 0.855 5.865 -2.629
60 H 3.475 3.139 -4.606
61 H 3.006 1.421 -2.871
62 Cl 2.334 3.500 7.533
63 C 2.148 3.138 5.876
64 C 3.242 3.304 4.999
65 C 3.105 3.029 3.668
66 C 1.874 2.560 3.117
67 O 1.796 2.331 1.869
68 C 0.765 2.371 4.025
69 C -0.504 1.903 3.565
70 O -0.794 1.572 2.401
71 C 0.937 2.676 5.381
72 H 4.185 3.653 5.393
73 H 3.933 3.155 2.986
74 H -1.302 1.826 4.313
75 H 0.107 2.543 6.056



# 5
Computed, not measured: 3 unconnected molecules or ions with the total composition C2H8ClN2O2, with ωB97M-V/def2-TZVPD.

**Lowest unoccupied orbital energy**: -4.61 eV
**Energy above the lowest of the compared OMol25 structures with the same formula, charge and spin**: 0.000 eV
**HOMO**: -14.5078 eV
**Charge**: +1

Element x y z (Å)
1 C 2.588 -1.199 0.933
2 C -1.280 0.202 0.234
3 N 1.622 -1.809 1.461
4 N -1.077 1.155 -0.668
5 O -2.482 0.267 0.795
6 O -0.452 -0.656 0.524
7 Cl -0.833 2.968 -3.349
8 H 3.627 -1.436 1.157
9 H 2.383 -0.398 0.229
10 H 0.645 -1.495 1.199
11 H 1.758 -2.572 2.122
12 H -0.231 1.189 -1.211
13 H -1.822 2.427 -3.956
14 H -1.810 1.804 -0.902
15 H -2.636 -0.447 1.431



# 6
Computed, not measured: a single C21H19ClN4S molecule, with ωB97M-V/def2-TZVPD.

**Lowest unoccupied orbital energy**: 0.49 eV
**Energy above the lowest of the compared OMol25 structures with the same formula, charge and spin**: 2.227 eV
**HOMO**: -7.9267 eV
**Charge**: 0
**SMILES string**: CSc1nc(Nc2ccccc2)c2ccn(C[C@@H](Cl)c3ccccc3)c2n1

Element x y z (Å)
1 C 3.215 3.564 0.208
2 S 4.317 2.187 0.593
3 C 3.271 0.861 0.419
4 N 3.065 0.028 1.416
5 C 1.992 -0.790 1.301
6 N 1.622 -1.555 2.388
7 C 0.378 -2.034 2.703
8 C 0.181 -3.254 3.346
9 C -1.158 -3.580 3.817
10 C -2.274 -2.824 3.489
11 C -2.044 -1.650 2.684
12 C -0.755 -1.282 2.362
13 C 1.363 -1.003 -0.002
14 C 0.394 -1.795 -0.805
15 C 0.267 -1.302 -2.027
16 N 1.140 -0.252 -2.133
17 C 1.036 0.913 -3.059
18 C 0.198 2.022 -2.536
19 Cl -0.155 3.335 -3.635
20 C -1.189 1.605 -2.004
21 C -2.079 1.176 -2.906
22 C -3.271 0.561 -2.329
23 C -3.567 0.546 -0.901
24 C -2.569 1.157 -0.068
25 C -1.450 1.686 -0.656
26 C 1.814 -0.167 -1.005
27 N 2.644 0.803 -0.708
28 H 2.610 3.284 -0.658
29 H 2.468 3.647 0.952
30 H 3.787 4.464 0.020
31 H 2.379 -1.710 3.009
32 H 0.984 -4.011 3.641
33 H -1.327 -4.557 4.239
34 H -3.238 -3.133 3.787
35 H -2.862 -1.160 2.275
36 H -0.604 -0.457 1.735
37 H -0.058 -2.655 -0.407
38 H -0.192 -1.658 -2.839
39 H 2.055 1.248 -3.416
40 H 0.554 0.742 -3.982
41 H 0.766 2.440 -1.723
42 H -1.889 1.154 -3.970
43 H -3.906 0.125 -3.132
44 H -4.401 -0.140 -0.573
45 H -2.699 1.380 0.966
46 H -0.812 2.042 0.123